Entry 1:
C4H6N2O | wB97M-V/def2-TZVPD

XYZ file:
```
13
Properties=species:S:1:pos:R:3:forces:R:3
O 0.164 -1.100 -0.878 -0.33 -0.68 -0.26
N -1.417 -0.569 0.833 0.12 -0.28 0.62
N -2.354 -2.456 -1.343 0.34 -0.03 -0.19
C -0.468 -0.759 0.110 0.40 0.65 -0.43
C -1.280 -2.290 -1.768 -0.11 0.18 0.36
C 0.818 1.733 0.114 0.10 0.25 -0.01
C 1.239 0.374 0.509 -0.34 -0.28 0.24
H 1.158 0.086 1.552 -0.02 0.06 0.00
H -0.132 2.019 0.561 0.02 0.00 0.00
H 2.086 -0.065 -0.002 -0.12 -0.04 -0.06
H 0.777 1.852 -0.969 -0.03 -0.04 0.05
H 1.590 2.428 0.482 -0.12 -0.02 -0.03
H -2.182 -1.253 0.800 0.08 0.23 -0.28
```
Positions in Å, forces in eV/Å.

The spin multiplicity is 1. The energy relative to the best compared isomer or geometry (same formula, charge and spin) comes out at 153.8 kcal/mol. Its total charge is 0. The HOMO energy (spin up / spin down) is -10.47 / -9.29 eV.

Mulliken atomic charge list, values in e, 5 entries: -0.37 -0.53 -0.46 0.64 0.10


Entry 2:
C3HNO3 | wB97M-V/def2-TZVPD

XYZ file:
```
8
Properties=species:S:1:pos:R:3:forces:R:3
O -1.057 -0.719 1.526 -0.66 -0.03 -0.63
O 0.221 0.336 -1.577 0.38 0.26 0.96
O 0.731 -1.555 -0.473 0.45 -0.25 0.30
N -0.344 2.634 0.928 0.45 0.31 0.01
C -0.642 -0.030 0.660 3.56 2.75 0.56
C -0.295 1.494 0.812 -2.30 -1.10 0.62
C 0.222 -0.332 -0.579 -1.86 -2.22 -1.84
H 1.165 -1.828 -1.298 -0.02 0.28 0.03
```
Positions in Å, forces in eV/Å.

The spin multiplicity is 1. The energy relative to the best compared isomer or geometry (same formula, charge and spin) comes out at 20.1 kcal/mol. The SMILES is N#CC(=O)C(=O)O. Its total charge is 0. The HOMO energy is -11.50 eV.

Mulliken atomic charge list, values in e, 5 entries: -0.37 -0.45 -0.41 -0.32 0.57


no.,molar mass (g/mol)
1,98.10
2,99.05